The following is a quantum chemistry calculation of C5H8O as an isolated structure, from OMol25.

Properties
E_LUMO = 1.109 eV
HOMO = -9.27 eV
spin multiplicity = 1
total charge = 0
E_tot = -270.470186 a.u.
gap between HOMO and LUMO = 10.383 eV
energy above the lowest of the compared OMol25 structures with the same formula, charge and spin = 230.3 kJ/mol

Element x y z (Å)
C 1.656 -0.254 0.462
C 0.671 0.563 -0.329
C -0.611 0.026 -0.915
C -1.362 -0.829 0.096
O -1.188 0.160 1.132
C -0.627 1.068 0.187
H 1.141 -1.006 1.066
H 2.236 0.383 1.138
H 2.353 -0.765 -0.212
H 1.115 1.268 -1.033
H -0.770 0.050 -1.984
H -0.947 -1.810 0.357
H -2.432 -0.931 -0.129
H -0.944 2.107 0.241

Mulliken atomic charge list, values in e, 4 entries: C -1.244; C 0.098; C -0.362; C -0.417